(1)
The following is a quantum chemistry calculation of C34H29ClMgN8O4S as an isolated structure, from the Open Molecules 2025 dataset.

Geometry as XYZ:
```
78
Properties=species:S:1:pos:R:3:mulliken_charge:R:1
Cl -5.7023 -0.3756 4.3917 -0.23
S -1.8756 -2.1335 -8.9529 1.17
Mg 0.0854 -0.1264 -0.0557 1.46
O -1.7864 -0.1682 0.0579 -0.26
O -2.7706 -2.4399 -7.8547 -0.66
O -0.8666 -3.1477 -9.2205 -0.68
O -2.5062 -1.5493 -10.1136 -0.67
N 2.0513 2.1947 0.9924 -0.31
N -0.4876 2.1552 -0.3627 -0.59
N -0.0827 -0.0639 -9.1326 -0.48
N 2.0137 -1.0209 0.0924 0.84
N -0.6880 -0.7650 -6.9656 -0.31
N -0.2658 -2.4022 -0.4263 -0.37
N 0.1543 -0.0343 -2.1617 0.35
N 0.1580 -0.6103 1.9600 1.16
C -4.5179 -0.3089 3.1225 0.06
C 0.9076 0.9631 -7.2245 -0.63
C -4.0170 -0.0300 0.7863 -0.86
C -0.2674 -3.5459 -0.3219 0.42
C -0.7822 -0.8186 -8.2848 0.07
C 0.7576 0.8069 -8.5981 -0.34
C 4.1400 -1.4484 3.0909 -0.83
C -2.6239 -0.2081 1.0221 0.00
C -3.1976 -0.4994 3.4030 -1.09
C 0.6558 -5.5633 0.6818 -0.38
C 1.4375 3.4376 0.5403 -0.82
C 4.6559 -1.7023 0.6784 -0.80
C -0.7767 -0.6595 -2.8907 -0.92
C -0.1411 -7.7221 -0.0008 -0.35
C 1.4487 -0.8924 2.4118 0.15
C 0.1677 0.1158 -4.9496 1.35
C 3.2060 -1.2033 4.0603 -1.03
C -4.9336 -0.0735 1.8001 -0.56
C -0.8719 -0.6914 2.7455 0.43
C 1.8699 -0.9342 3.7274 -1.05
C 1.0801 0.6770 -2.8137 -0.73
C -2.2231 -0.4459 2.3800 0.30
C 3.7587 -1.4189 1.7324 0.56
C -0.0847 3.2924 0.4806 -0.79
C -0.8063 -0.6137 -4.2691 -0.69
C 2.4199 -1.1119 1.3868 0.44
C 4.1993 -1.6981 -0.6102 -1.13
C 0.7015 -6.9418 0.7800 -0.65
C 0.1409 0.1242 -6.4286 0.25
C -1.0326 -7.1287 -0.8839 -0.62
C 1.1290 0.7818 -4.1891 -1.01
C 2.8638 -1.3396 -0.8559 -0.37
C -1.0897 -5.7507 -0.9911 -0.48
C -0.2430 -4.9681 -0.2059 0.08
H -2.8836 -0.6899 4.4227 0.43
H 3.0613 2.2439 0.9211 0.22
H 1.6944 4.2887 1.1787 0.41
H 3.4940 -1.2158 5.1032 0.40
H 1.8364 2.0602 1.9747 0.18
H 5.6885 -1.9292 0.9132 0.44
H -0.4823 3.1319 1.4860 0.34
H 4.8476 -1.9553 -1.4359 0.50
H -5.9880 0.0624 1.5989 0.44
H 5.1695 -1.6694 3.3421 0.44
H 1.8093 3.6608 -0.4633 0.36
H 1.3960 -7.4132 1.4623 0.40
H -0.3023 2.3908 -1.3328 0.27
H 1.5741 1.7118 -6.8182 0.32
H 1.3386 1.4037 -9.2939 0.41
H 1.1668 -0.7511 4.5290 0.45
H -0.7311 -1.0028 3.7840 0.17
H -1.6804 -7.7448 -1.4922 0.40
H 2.4859 -1.3078 -1.8708 0.55
H 1.8200 1.1763 -2.1930 0.63
H -4.3313 0.1340 -0.2366 0.49
H -0.4904 4.2361 0.1055 0.44
H -1.5551 -1.1396 -4.8474 0.69
H 1.9167 1.3547 -4.6582 0.31
H -1.7771 -5.2762 -1.6785 0.49
H -0.1016 -8.8003 0.0794 0.39
H 1.3053 -4.9388 1.2818 0.51
H -1.4880 2.0056 -0.2964 0.17
H -1.5150 -1.2135 -2.3268 0.33
```

Values from the calculation:
energy relative to the best compared isomer or geometry (same formula, charge and spin)	0.0	kcal per mole
multiplicity	1
total energy	-84645.48842	eV
net charge	0
HOMO	-7.0	eV

=====

(2)
The following is a quantum chemistry calculation of a 3-piece molecular cluster, C34H29NO8S overall, from the Open Molecules 2025 dataset.

Geometry as XYZ:
```
73
Properties=species:S:1:pos:R:3:mulliken_charge:R:1
S 5.0471 -4.0184 0.6548 0.56
O -1.0785 -2.9557 -1.3968 -0.63
O 4.9095 -2.5629 1.4547 -0.33
O -6.3428 -2.6286 -0.5323 -0.68
O 4.4138 -3.7190 -0.8220 -0.33
O 3.2589 -2.3217 -2.5082 -0.25
O 2.0290 6.8174 3.1956 -0.68
O 6.4469 -4.1746 0.4150 -0.49
O -1.7130 3.3657 1.5554 -0.67
N 2.3588 -0.4453 1.9356 -0.38
C -4.7763 -0.4433 0.2412 -0.76
C 0.0113 6.4985 2.0275 0.25
C -5.4032 -4.8971 -1.8674 -0.59
C 1.1958 6.0285 2.7984 0.57
C -2.2797 -2.8713 -1.2263 0.41
C 2.3759 -3.3501 -2.1142 -0.29
C 0.3446 3.6750 2.6581 0.25
C 2.4651 4.1036 3.7248 -0.69
C -3.9398 0.5872 0.6386 -0.79
C -2.8652 -1.6812 -0.5526 0.34
C 4.1464 -1.5757 0.7434 0.53
C 1.5991 1.8609 3.6076 -0.59
C -1.1992 8.2983 0.9953 -0.46
C -2.0341 6.0483 0.8324 -0.49
C -0.8481 4.1464 1.9059 0.41
C -0.9558 5.5946 1.5828 0.19
C -2.5643 0.4807 0.4581 -0.14
C 3.0427 -4.1183 -0.9084 -0.79
C 1.3364 4.5729 3.0632 0.35
C -4.8770 -5.9865 -2.5413 -0.46
C 2.8850 -0.6625 -4.1977 -1.10
C -4.5667 -3.8701 -1.4487 0.33
C -5.1515 -2.6888 -0.7557 0.57
C 2.5989 2.7492 3.9907 -0.56
C 0.4768 2.3241 2.9437 -0.33
C -3.5118 -6.0548 -2.8006 -0.55
C -4.2433 -1.5826 -0.3499 0.28
C -2.1529 7.3955 0.5359 -0.57
C 3.5907 -0.6019 1.7806 -0.14
C -3.1939 -3.9472 -1.6920 0.06
C 3.3293 -2.1084 -3.9115 -0.35
C -2.6720 -5.0403 -2.3734 -0.53
C -0.1198 7.8512 1.7388 -0.56
C -2.0286 -0.6504 -0.1366 -0.88
H -1.6103 -5.0957 -2.5726 0.51
H 2.7638 -2.8365 -4.4987 0.30
H -3.1040 -6.9028 -3.3355 0.41
H 4.7630 -1.0063 0.0408 0.26
H -6.4652 -4.8419 -1.6699 0.47
H -0.9599 -0.7312 -0.2823 0.57
H 1.4398 -2.9065 -1.7481 0.09
H 3.1867 -0.3679 -5.2035 0.40
H -5.8449 -0.3615 0.3868 0.47
H 4.3014 -0.0588 2.4059 0.39
H 1.6959 0.8099 3.8205 0.46
H 3.2395 4.7958 4.0269 0.48
H 2.1739 -4.0873 -2.8943 0.55
H -1.2974 9.3521 0.7684 0.40
H -4.3576 1.4764 1.0924 0.48
H 1.8129 -0.5551 -4.0255 0.26
H 2.9142 -5.1949 -1.0430 0.52
H -2.9909 7.7459 -0.0528 0.40
H 2.5018 -3.8379 0.0018 0.42
H 4.3755 -2.1782 -4.2348 0.32
H -5.5311 -6.7837 -2.8700 0.40
H -0.2967 1.6309 2.6420 0.46
H 0.6241 8.5524 2.0920 0.47
H 3.2732 -1.9767 0.2292 -0.49
H -1.9129 1.2855 0.7780 0.67
H 3.4060 -0.0475 -3.4615 0.27
H 1.8490 -1.0516 1.2892 0.14
H 3.4830 2.3844 4.4984 0.42
H -2.7777 5.3475 0.4777 0.47
```

Values from the calculation:
energy relative to the best compared isomer or geometry (same formula, charge and spin)	40.6	kcal per mole
multiplicity	1
total energy	-64432.21055	eV
net charge	0
HOMO	-9.6	eV

=====

(3)
The following is a quantum chemistry calculation of C34H30Br2N2ORhSi as an isolated structure, from the Open Molecules 2025 dataset.

Geometry as XYZ:
```
71
Properties=species:S:1:pos:R:3:mulliken_charge:R:1
Rh -0.1282 1.1449 -2.0139 0.19
Br 5.7009 3.9452 -0.9309 -0.08
Br -1.2613 7.7125 -1.0777 -0.11
Si -1.1029 -0.0040 0.8717 -1.20
O -0.9876 1.1381 -0.3688 0.56
N -0.6385 3.2281 -1.9841 0.16
N 1.6553 1.9602 -1.9084 0.01
C -2.1274 0.9217 2.1604 1.96
C 2.9089 3.9007 -1.3634 -0.27
C 2.7818 1.2257 -1.9087 -0.52
C 0.8285 -1.8334 -1.8274 0.35
C 0.7160 -1.4990 2.5084 -0.60
C -3.4207 1.4676 1.5419 -1.63
C 1.9535 -1.8070 3.0583 -1.01
C 1.6936 0.3277 1.3268 -0.15
C -1.6197 -2.8117 0.3906 -0.27
C 2.0625 -5.8155 -1.2173 -0.43
C 1.7058 3.2893 -1.6480 0.13
C 0.5620 -0.4379 1.6118 1.14
C 1.1512 -5.5206 -2.2239 -0.67
C -1.2995 2.0924 2.7039 -1.60
C 0.4083 4.0052 -1.6761 0.89
C -1.8612 3.7515 -2.0111 -0.35
C 3.0673 -1.0462 2.7378 -0.67
C 2.5708 -4.7998 -0.4180 -0.66
C -2.3219 -3.8662 -0.1776 -0.57
C 0.7445 -4.2138 -2.4333 -0.31
C -1.0138 5.8950 -1.4445 -0.25
C -2.4816 -0.0370 3.3020 -1.69
C 2.1722 -3.4894 -0.6254 -0.01
C -2.0978 5.0884 -1.7493 -0.53
C -3.4187 -3.6174 -0.9881 -0.67
C -2.0047 -1.4880 0.1759 1.36
C 0.2635 5.3526 -1.4044 -0.31
C -3.1131 -1.2603 -0.6490 -0.36
C -3.8125 -2.3077 -1.2286 -0.72
C 1.2586 -3.1894 -1.6373 0.59
C 0.4543 -0.6871 -1.9550 -1.08
C 4.0113 1.7877 -1.6427 -0.55
C 2.9326 0.0348 1.8773 -0.78
C 4.0705 3.1399 -1.3488 -0.30
H -3.2162 2.1289 0.6962 0.09
H -2.0017 -4.8840 0.0056 0.46
H 1.1079 5.9780 -1.1576 0.53
H -0.7487 -3.0376 0.9933 0.13
H 2.6637 0.1753 -2.1255 0.41
H -1.0326 2.7948 1.9085 0.09
H -3.9645 -4.4392 -1.4336 0.40
H 2.5473 -2.6925 0.0059 0.34
H 3.2766 -5.0305 0.3689 0.42
H -3.9740 2.0435 2.2905 0.52
H -0.1389 -2.1020 2.7919 0.49
H 1.5917 1.1941 0.6884 0.39
H -3.4393 -0.2442 -0.8463 0.39
H 4.8978 1.1712 -1.6530 0.53
H -1.5922 -0.3728 3.8398 0.34
H -2.6727 3.0757 -2.2460 0.44
H -4.0765 0.6639 1.2014 0.34
H 4.0305 -1.2830 3.1709 0.42
H 2.9541 4.9587 -1.1556 0.48
H -3.1020 5.4844 -1.7792 0.48
H -0.3775 1.7521 3.1803 0.31
H -3.1249 0.4733 4.0256 0.50
H 0.0284 -3.9725 -3.2077 0.48
H -3.0205 -0.9171 2.9430 0.36
H 0.7547 -6.3130 -2.8447 0.41
H 2.3745 -6.8385 -1.0539 0.41
H -1.8773 2.6444 3.4518 0.53
H 3.7923 0.6555 1.6524 0.45
H 2.0452 -2.6394 3.7440 0.44
H -4.6682 -2.1053 -1.8601 0.43
```

Values from the calculation:
energy relative to the best compared isomer or geometry (same formula, charge and spin)	4.0	kcal per mole
multiplicity	1
total energy	-191737.35738	eV
net charge	+1
HOMO	-10.7	eV

=====

- Which of these has the lowest total energy?
  C34H30Br2N2ORhSi

=====

- Which value of energy relative to the best compared isomer or geometry (same formula, charge and spin) does entry 2 give?
  40.6 kcal per mole

=====

- Which value of HOMO does entry 1 give?
  -7.0 eV